Record 1
{"formula": "C3H6N2O2S", "method": "ωB97M-V/def2-TZVPD", "total_energy_ha": -775.94433, "smiles": "O/N=C/CC(=S)NO", "gap_ev": 9.015, "fmax_ha_per_bohr": 0.071, "homo_energy_ev": -8.367, "symbols": ["O", "N", "C", "C", "C", "S", "N", "O", "H", "H", "H", "H", "H", "H"], "coordinates": [[-2.811691, 0.199267, -0.711194], [-1.567155, 0.057278, -0.214183], [-0.754607, 1.002725, -0.568670], [0.630838, 0.996281, 0.119195], [1.549310, -0.308735, -0.206035], [2.802396, -0.283149, -1.298227], [1.307223, -1.343759, 0.561685], [0.124499, -1.255064, 1.345466], [-3.186429, -0.574834, -0.427428], [-1.224569, 1.926876, -1.017199], [0.506619, 1.059886, 1.154189], [1.255559, 1.902771, -0.155386], [1.954632, -2.202127, 0.724016], [-0.586624, -1.177418, 0.693772]], "forces_ev_per_a": [[0.5, 2.8, -1.2], [2.5, 1.2, -0.9], [-1.0, 0.0, 1.9], [1.4, -0.2, -3.0], [0.5, 2.2, -0.4], [-0.5, 0.1, 0.3], [-0.4, -1.7, 1.4], [1.7, -1.1, 0.5], [-2.1, -2.9, 0.9], [0.9, -1.1, 0.0], [-0.4, -0.1, 1.7], [-0.8, -1.3, -0.2], [-1.8, 2.2, -0.6], [-0.5, 0.1, -0.2]], "lowdin_charge": [0.01, -0.06, -0.07, -0.13, -0.84, 0.58, -0.06, -0.05, 0.05, 0.15, 0.08, 0.12, 0.20, 0.04]}



Record 2
{"formula": "C3H6N2O3", "method": "ωB97M-V/def2-TZVPD", "total_energy_ha": -453.15609, "smiles": "NC(=O)N=C=O.CO", "gap_ev": 11.014, "fmax_ha_per_bohr": 0.019, "homo_energy_ev": -10.469, "symbols": ["N", "C", "O", "N", "C", "O", "H", "H", "C", "O", "H", "H", "H", "H"], "coordinates": [[-1.627855, -0.088139, 2.658401], [-1.074478, -0.956918, 1.775256], [-1.232695, -2.142814, 1.799897], [-0.300580, -0.323643, 0.799399], [0.028528, 0.783702, 0.480992], [0.363188, 1.817670, 0.099212], [-2.177835, -0.468045, 3.409821], [-1.441492, 0.898161, 2.644164], [1.151928, 0.340595, -2.515879], [1.712754, -0.211069, -1.348165], [0.080761, 0.116428, -2.594997], [1.661659, -0.020461, -3.415495], [1.283042, 1.418758, -2.441597], [1.573074, -1.164226, -1.351008]], "forces_ev_per_a": [[-0.3, 0.1, 0.4], [-0.1, 0.4, 0.2], [0.0, -0.4, 0.0], [0.2, -0.7, -0.2], [-0.1, -0.2, 0.0], [0.2, 0.9, -0.1], [0.0, 0.0, -0.1], [0.0, -0.1, 0.0], [-0.1, 0.1, -0.3], [0.3, -0.3, 0.2], [0.1, 0.1, 0.0], [-0.1, 0.1, 0.0], [0.0, 0.0, -0.1], [0.0, 0.1, 0.0]], "lowdin_charge": [0.17, -0.60, 0.09, 0.23, -0.32, 0.20, 0.11, 0.10, -0.17, -0.14, 0.08, 0.08, 0.08, 0.09]}



Record 3
{"formula": "C3H6N2O3", "method": "ωB97M-V/def2-TZVPD", "total_energy_ha": -453.01053, "smiles": "O=CC/C(=N/O)NO", "gap_ev": 9.614, "fmax_ha_per_bohr": 0.051, "homo_energy_ev": -8.901, "symbols": ["O", "C", "C", "C", "N", "O", "N", "O", "H", "H", "H", "H", "H", "H"], "coordinates": [[2.267267, -0.186020, -0.870079], [2.276810, 0.183110, 0.282165], [1.067218, 0.700568, 1.036848], [-0.205279, 0.168384, 0.415603], [-1.178910, 1.019745, 0.600919], [-2.392208, 0.424497, 0.175128], [-0.322342, -1.101007, -0.130210], [-1.028988, -1.102781, -1.360116], [3.231421, 0.277215, 0.832505], [1.022789, 1.779205, 0.905379], [1.059321, 0.514454, 2.121316], [-3.004793, 1.203979, 0.304932], [0.569605, -1.486261, -0.339695], [-1.970648, -1.117685, -1.086565]], "forces_ev_per_a": [[-0.1, 0.0, 0.8], [0.6, 0.7, 0.0], [-0.2, -1.2, -0.7], [-1.4, 2.1, 0.8], [1.0, -2.1, -0.8], [-1.3, 2.1, 0.5], [-0.7, 0.6, 0.3], [-0.5, -0.3, 0.1], [0.1, -0.2, 0.0], [0.2, 0.2, 0.0], [0.4, -0.1, -0.4], [0.8, -1.5, -0.3], [0.6, -0.4, -0.3], [0.7, 0.1, -0.1]], "lowdin_charge": [0.06, -0.24, -0.08, -0.35, 0.04, -0.11, 0.01, -0.04, 0.12, 0.13, 0.13, 0.12, 0.10, 0.09]}



Record 4
{"formula": "C3H6N2O3", "method": "ωB97M-V/def2-TZVPD", "total_energy_ha": -453.00741, "smiles": "N[C@]1(O)NC1=O.C=O", "gap_ev": 8.173, "fmax_ha_per_bohr": 0.037, "homo_energy_ev": -7.837, "symbols": ["N", "C", "O", "N", "C", "O", "H", "H", "H", "H", "C", "O", "H", "H"], "coordinates": [[1.042160, 0.731200, 0.926817], [0.050797, -0.160164, 0.497207], [-1.127853, -0.272595, 1.228804], [0.212917, -1.100345, -0.599753], [0.790904, -1.859160, 0.216280], [1.372794, -2.750948, 0.722126], [1.235296, 1.522318, 0.330289], [1.887182, 0.341573, 1.321692], [-0.907631, -0.289750, 2.168841], [-0.141550, -0.961098, -1.578198], [-1.083904, 1.178816, -1.265894], [-0.866587, 0.487557, -2.259047], [-2.006087, 1.074803, -0.677203], [-0.458437, 2.057793, -1.031962]], "forces_ev_per_a": [[0.0, 0.3, -0.2], [0.9, -1.6, 0.5], [-0.2, 0.1, -0.1], [-0.5, 0.4, -0.6], [-0.3, 1.1, 0.6], [0.0, -0.1, -0.1], [0.0, 0.0, 0.0], [-0.1, 0.0, -0.1], [0.1, 0.0, -0.1], [0.2, -0.2, 0.2], [-0.1, -0.2, -0.8], [-0.2, 0.5, 0.6], [0.1, -0.1, 0.0], [0.1, -0.1, 0.0]], "lowdin_charge": [0.09, -0.48, 0.00, 0.15, -0.29, 0.16, 0.07, 0.09, 0.10, 0.13, -0.15, -0.07, 0.10, 0.09]}



Record 5
{"formula": "C3H6N2O3", "method": "ωB97M-V/def2-TZVPD", "total_energy_ha": -453.08834, "smiles": "CO/N=C(/N)C(=O)O", "gap_ev": 9.741, "fmax_ha_per_bohr": 0.041, "homo_energy_ev": -9.050, "symbols": ["C", "O", "N", "C", "N", "C", "O", "O", "H", "H", "H", "H", "H", "H"], "coordinates": [[-0.697523, -0.435164, -2.327472], [-0.679140, 0.208147, -1.059823], [0.697495, 0.483138, -0.678636], [0.785919, 0.250260, 0.594594], [1.942193, 0.423824, 1.309580], [-0.500908, -0.275504, 1.300455], [-0.697311, -1.445006, 1.568501], [-1.224098, 0.733785, 1.811208], [-0.073726, 0.109728, -3.041894], [-1.725675, -0.446535, -2.697909], [-0.341713, -1.463414, -2.218132], [2.623331, 1.004626, 0.835080], [1.831946, 0.569633, 2.305358], [-1.940790, 0.282481, 2.299091]], "forces_ev_per_a": [[0.3, -0.1, 0.1], [0.6, 0.4, 0.1], [-0.5, -0.5, 1.1], [-1.5, 0.0, -1.5], [-0.4, 0.0, -0.1], [1.5, -1.0, 1.1], [0.1, 1.5, -0.7], [-0.3, -0.5, -0.2], [0.0, -0.1, 0.1], [0.1, 0.1, 0.3], [0.0, 0.0, -0.2], [0.0, -0.1, 0.3], [0.1, 0.0, -0.3], [0.1, 0.3, -0.1]], "lowdin_charge": [-0.10, -0.23, 0.11, -0.31, 0.14, -0.46, 0.11, 0.12, 0.08, 0.09, 0.08, 0.11, 0.11, 0.14]}



Record 6
{"formula": "C3H6N2O3", "method": "ωB97M-V/def2-TZVPD", "total_energy_ha": -453.13920, "smiles": "NC(=O)/C(O)=C(\\N)O", "gap_ev": 8.495, "fmax_ha_per_bohr": 0.029, "homo_energy_ev": -8.075, "symbols": ["N", "C", "O", "C", "O", "C", "N", "O", "H", "H", "H", "H", "H", "H"], "coordinates": [[1.086305, -1.112719, -1.168388], [1.373842, -0.737739, 0.130652], [2.490513, -0.862936, 0.612893], [0.227247, -0.090549, 0.816279], [0.105502, -0.258611, 2.191181], [-0.771583, 0.492009, 0.100622], [-0.736383, 1.063605, -1.137744], [-1.973935, 0.740347, 0.726113], [1.853350, -1.466028, -1.724753], [0.152103, -1.297732, -1.512813], [-0.337469, 0.541650, 2.523386], [0.203224, 1.289915, -1.455702], [-1.428832, 1.802833, -1.233212], [-2.243885, -0.104045, 1.131486]], "forces_ev_per_a": [[0.3, -0.2, -0.2], [0.6, 0.4, 0.2], [-0.8, -0.1, -0.3], [-0.3, -0.4, -0.6], [-0.3, 0.2, -0.4], [-0.1, 0.1, 1.5], [0.2, 0.2, -0.8], [0.0, -0.4, 0.0], [-0.1, 0.0, 0.3], [0.3, 0.2, 0.3], [0.3, -0.4, 0.0], [-0.5, 0.0, 0.0], [0.3, -0.3, -0.1], [0.1, 0.5, 0.1]], "lowdin_charge": [0.14, -0.48, 0.06, -0.21, 0.04, -0.39, 0.12, 0.05, 0.11, 0.10, 0.11, 0.11, 0.11, 0.13]}



Record 7
{"formula": "C3H6N2OS", "method": "ωB97M-V/def2-TZVPD", "total_energy_ha": -700.66898, "gap_ev": [7.410, 7.472], "fmax_ha_per_bohr": 0.064, "homo_energy_ev": [-8.380, -8.445], "symbols": ["C", "C", "C", "N", "N", "O", "S", "H", "H", "H", "H", "H", "H"], "coordinates": [[-0.184769, -0.034740, -1.130861], [1.045444, -0.600625, -1.632414], [-1.857359, 1.265907, 1.666562], [2.747166, -1.746910, 0.285175], [-0.354698, 0.401178, 0.119652], [-1.751549, 0.656601, 0.374758], [2.509835, -1.250933, -1.214464], [-0.907699, 0.090515, -1.961889], [1.151357, -0.578627, -2.675640], [-1.941654, 2.309008, 1.558648], [-0.978009, 1.076297, 2.270965], [-2.806925, 0.932498, 2.218657], [3.328859, -2.520170, 0.120849]], "forces_ev_per_a": [[-0.2, 1.0, 2.0], [1.1, 0.3, 1.5], [-1.2, -1.1, 0.7], [-2.0, 2.2, -1.4], [-1.2, -1.5, -2.4], [1.6, -0.1, -0.1], [-1.0, -1.0, 1.3], [-0.2, -0.2, 1.0], [0.0, 0.4, -1.5], [-0.1, 1.5, -0.3], [0.1, -0.4, 0.0], [1.4, 0.0, -1.1], [1.7, -1.2, 0.0]], "lowdin_charge": [-0.18, -0.44, -0.11, -0.37, 0.07, -0.20, 0.93, 0.13, 0.01, 0.05, 0.07, 0.11, -0.08]}



Record 8
{"formula": "C3H6N2OS", "method": "ωB97M-V/def2-TZVPD", "total_energy_ha": -700.80115, "smiles": "C=NNCC(=O)S", "gap_ev": 10.085, "fmax_ha_per_bohr": 0.023, "homo_energy_ev": -9.435, "symbols": ["C", "N", "N", "C", "C", "O", "S", "H", "H", "H", "H", "H", "H"], "coordinates": [[1.947936, -0.017788, 1.204618], [2.172348, -0.402291, 0.012140], [1.239977, -0.156350, -0.954720], [0.284050, 0.918915, -0.805620], [-0.984738, 0.576118, -0.000464], [-1.622042, 1.448008, 0.523685], [-1.502093, -1.124552, 0.067489], [2.703295, -0.296951, 1.967163], [1.026852, 0.517571, 1.524338], [1.696411, -0.192242, -1.880080], [0.692765, 1.803456, -0.302715], [-0.046857, 1.215391, -1.811542], [-0.432416, -1.591449, -0.559607]], "forces_ev_per_a": [[-0.1, -0.1, 0.5], [0.1, 0.1, 0.4], [0.3, 0.2, -1.1], [-0.1, -0.1, 0.0], [0.1, -0.1, -0.2], [0.0, -0.1, 0.0], [-0.4, 0.3, 0.3], [-0.6, 0.3, -0.6], [0.7, -0.3, -0.1], [-0.5, 0.0, 1.0], [0.1, 0.0, -0.1], [0.0, -0.1, 0.3], [0.4, -0.2, -0.2]], "lowdin_charge": [-0.06, -0.05, -0.14, -0.20, -0.80, 0.01, 0.84, 0.07, 0.07, 0.14, 0.12, 0.14, -0.15]}



Record 9
{"formula": "C3H6N2OS", "method": "ωB97M-V/def2-TZVPD", "total_energy_ha": -700.62290, "gap_ev": [7.171, 7.186], "fmax_ha_per_bohr": 0.086, "homo_energy_ev": [-6.505, -6.493], "symbols": ["C", "C", "C", "N", "N", "O", "S", "H", "H", "H", "H", "H", "H"], "coordinates": [[1.155918, -0.811774, 0.719413], [1.837648, -0.293616, -0.337060], [-1.557554, -0.496642, 0.075091], [0.626565, 1.227565, 0.520655], [0.218353, 0.127382, 1.073051], [1.441164, 0.984633, -0.549873], [-2.255061, 0.903388, -0.468237], [0.968307, -1.875485, 0.965796], [2.444478, -0.699905, -1.003426], [-1.640920, -0.784478, 1.126975], [-1.380127, -1.268695, -0.704217], [-0.133517, 1.964724, 0.379437], [-1.725255, 1.022903, -1.797605]], "forces_ev_per_a": [[0.2, -1.1, -1.7], [-2.7, 0.6, 3.5], [2.1, -2.1, 0.5], [-1.1, 3.4, 1.8], [-1.7, -1.0, 0.9], [0.9, -0.1, -2.0], [-0.6, 2.2, -1.8], [0.6, 1.0, 0.0], [2.7, -1.5, -2.7], [-1.0, 0.0, -0.8], [0.0, 0.4, 0.9], [1.0, -1.3, -0.5], [-0.5, -0.4, 1.8]], "lowdin_charge": [-0.13, -0.10, -0.59, -0.11, -0.08, -0.02, 0.69, 0.13, 0.07, 0.03, 0.04, 0.12, -0.06]}